# 1
Entry from OMol25: C4H11INO2V as an isolated structure (ωB97M-V/def2-TZVPD).

Results
2S+1: 2
Total energy, Ha: -1605.62372
<S²>: 0.787
Frontier orbital gap (alpha / beta), eV: 6.1 / 6.7
Net charge: +1

Last column: Mulliken charge in e.
Positions of all 20 atoms, in Å:
1 O -3.576 -0.715 2.029  -0.4926
2 N -1.684 0.337 -0.251  -0.3345
3 H 0.742 1.485 -0.549  0.2938
4 I -4.048 2.863 0.325  0.0456
5 H 0.629 -2.193 -0.073  0.3612
6 C -0.376 -0.319 0.110  0.1615
7 H 2.985 1.604 0.683  0.2941
8 C -0.392 -1.835 -0.307  -1.2274
9 C 0.885 0.298 -0.564  -0.6498
10 C 3.264 0.574 0.248  -0.7304
11 H -0.304 -0.119 1.167  0.2978
12 H -1.640 1.307 -0.350  0.2993
13 H 4.009 0.663 -0.485  0.2942
14 H -1.654 0.189 -1.277  0.2652
15 V -3.711 0.304 0.850  1.0685
16 H 0.902 0.071 -1.619  0.3477
17 H 3.690 0.064 1.104  0.2696
18 O 2.080 -0.121 0.024  -0.2889
19 H -1.183 -2.371 0.253  0.3399
20 H -0.617 -2.086 -1.317  0.3854

# 2
Entry from OMol25: C4H11INO7PSV as an isolated structure (ωB97M-V/def2-TZVPD).

Results
Total energy, Ha: -2720.97386
Frontier orbital gap, eV: 2.0
Net charge: +1

Last column: Mulliken charge in e.
Positions of all 27 atoms, in Å:
1 H 0.747 -1.340 -2.042  0.1601
2 V -0.231 -4.647 3.942  1.6743
3 H 3.403 0.446 -0.323  0.3935
4 H 0.047 0.785 1.809  0.2159
5 S -0.371 0.853 -2.508  1.1588
6 O 2.932 0.564 0.576  -0.4618
7 C -0.568 1.110 -0.650  0.0343
8 I -0.328 4.044 1.478  0.2027
9 N -1.471 3.561 -0.170  -0.5790
10 H 0.494 -1.010 -3.933  0.3647
11 H -2.754 2.005 -0.976  0.3044
12 O -0.802 -0.177 0.075  -0.3946
13 O -1.617 1.312 -3.338  -0.6432
14 O 2.465 -2.130 1.540  -0.4210
15 H -0.421 -1.032 2.020  0.2245
16 H 0.425 1.608 -0.277  0.3125
17 P 1.805 -0.786 0.635  0.6569
18 O 0.333 -3.030 3.551  -0.8694
19 C 0.082 -0.257 1.271  -0.1087
20 O 0.887 1.636 -2.979  -0.6254
21 H -1.004 -1.585 -2.921  0.3155
22 C -0.005 -0.976 -2.875  -0.7192
23 C -1.823 2.091 -0.234  -0.5684
24 H 1.783 -2.483 2.188  0.3393
25 H -1.085 3.930 -1.067  0.3652
26 H -2.128 1.773 0.875  0.2971
27 O -0.795 -6.264 4.334  -0.6291

# 3
Entry from OMol25: a 2-piece molecular cluster, C4H11N2 overall (ωB97M-V/def2-TZVPD).

Results
Total energy, Ha: -268.03936
Frontier orbital gap, eV: 6.0
Net charge: +1

Last column: Mulliken charge in e.
Positions of all 17 atoms, in Å:
1 H 2.594 -1.891 -0.923  0.2441
2 H 0.917 1.293 1.973  0.3036
3 H 0.003 1.310 0.442  0.1268
4 C -2.725 0.641 -0.028  -0.1795
5 C 1.144 -0.508 0.732  -0.5489
6 H 1.756 1.538 0.399  0.3246
7 H -1.816 0.770 0.506  0.2823
8 C 1.642 -1.549 -1.324  -0.3237
9 H 1.383 -1.777 -2.357  0.2589
10 H -3.413 1.457 -0.208  0.2989
11 C 0.971 0.995 0.904  -0.9156
12 H 0.516 -1.062 1.430  0.2879
13 N -1.655 0.735 -0.953  -0.1162
14 H -1.026 -0.007 -0.903  0.4956
15 N 0.769 -0.869 -0.641  -0.2732
16 H 2.170 -0.771 0.988  0.4006
17 H -3.231 -0.304 -0.037  0.3337